[1]
Entry from the Open Molecules 2025 dataset: a structure of composition C19H32F4N5O4S2 in a non-equilibrium geometry (ωB97M-V/def2-TZVPD).

```
66
Properties=species:S:1:pos:R:3:nbo_charge:R:1
O 4.410 -2.076 1.131 -0.86
S 3.325 -1.035 0.765 2.23
O 4.041 0.030 -0.152 -0.82
F 2.704 -0.153 2.123 -0.52
N 1.976 -1.659 -0.151 -1.02
S 1.255 -3.065 0.592 2.06
O 1.834 -3.450 1.974 -0.94
O 1.352 -4.219 -0.475 -0.94
C -0.599 -2.711 0.834 -0.64
C -0.890 -1.344 1.706 -0.52
C -1.465 -0.202 0.671 1.00
F -2.802 -0.681 0.170 -0.39
F -1.641 1.060 1.473 -0.36
F -0.530 0.041 -0.475 -0.33
H -1.067 -2.519 -0.241 0.25
H -1.116 -3.622 1.357 0.27
H 0.081 -0.910 2.237 0.29
H -1.714 -1.517 2.549 0.30
C -2.735 -5.708 5.569 -0.61
C -2.115 -6.028 4.212 -0.39
C -0.774 -5.326 3.991 -0.51
C -0.967 -3.819 4.050 0.36
N -1.127 -2.570 4.099 -0.40
H -2.962 -4.642 5.669 0.22
H -3.676 -6.253 5.695 0.20
H -2.063 -5.996 6.385 0.20
H -2.821 -5.740 3.423 0.23
H -1.970 -7.111 4.134 0.20
H -0.365 -5.598 3.012 0.27
H -0.051 -5.627 4.756 0.24
C 3.115 4.081 -3.264 -0.62
C 1.684 3.554 -3.253 -0.38
C 1.217 3.127 -1.860 -0.50
C 2.108 2.011 -1.340 0.26
N 2.847 1.085 -0.908 -0.32
H 3.831 3.312 -2.957 0.22
H 3.395 4.400 -4.273 0.19
H 3.222 4.940 -2.592 0.22
H 1.613 2.706 -3.945 0.20
H 1.015 4.335 -3.631 0.19
H 0.183 2.771 -1.903 0.24
H 1.256 3.973 -1.165 0.23
C -6.763 -4.651 1.171 -0.61
C -6.270 -3.434 0.394 -0.38
C -4.823 -3.577 -0.082 -0.51
C -3.903 -3.745 1.117 0.34
N -3.140 -3.884 2.110 -0.40
H -6.185 -4.806 2.088 0.22
H -7.808 -4.516 1.465 0.21
H -6.694 -5.559 0.561 0.20
H -6.367 -2.545 1.030 0.21
H -6.919 -3.280 -0.475 0.21
H -4.523 -2.687 -0.644 0.27
H -4.719 -4.446 -0.741 0.24
C 4.764 7.563 -5.192 -0.62
C 4.558 8.912 -4.511 -0.38
C 4.865 8.875 -3.013 -0.50
C 3.944 7.881 -2.324 0.29
N 3.180 7.057 -1.752 -0.34
H 4.089 6.800 -4.791 0.23
H 4.561 7.644 -6.265 0.21
H 5.795 7.213 -5.066 0.20
H 3.521 9.235 -4.670 0.21
H 5.204 9.655 -4.991 0.21
H 4.715 9.867 -2.574 0.25
H 5.906 8.581 -2.841 0.25
```

For the lowest unoccupied orbital energy, the calculation gives 2.000 eV. As for the net charge: -1. For the HOMO-LUMO gap, the calculation gives 5.60 eV.

=====

[2]
Entry from the Open Molecules 2025 dataset: the ion C6H12NO5S with charge +1 in a non-equilibrium geometry (ωB97M-V/def2-TZVPD).

```
25
Properties=species:S:1:pos:R:3:nbo_charge:R:1
C -0.433 -0.825 0.198 0.04
C -0.576 -0.239 -1.216 0.00
C -0.174 0.333 1.254 0.05
C 0.100 -0.708 -2.401 -0.01
C 1.707 1.626 0.537 0.56
C -0.532 -0.124 2.730 -0.07
N 0.032 0.415 -3.506 -0.73
O 1.216 0.629 1.283 -0.50
O -1.587 -1.510 0.415 -0.70
O -1.302 -1.104 -2.251 -0.47
O 2.933 1.852 0.787 -0.63
O -0.012 -1.422 2.958 -0.77
S 0.884 2.544 -0.571 -0.25
H 0.446 -1.427 0.244 0.20
H -0.928 0.834 -1.178 0.24
H -0.744 1.245 1.047 0.23
H -1.588 -0.272 2.726 0.19
H -0.043 0.728 3.406 0.20
H 0.234 1.333 -3.130 0.45
H -0.802 0.346 -3.949 0.42
H 0.672 -0.005 -4.229 0.46
H -1.395 -2.071 1.166 0.51
H -1.337 -1.922 -1.819 0.54
H 3.329 1.530 1.630 0.53
H -0.099 -1.785 3.868 0.51
```

For the lowest unoccupied orbital energy, the calculation gives -2.856 eV. As for the energy above the lowest of the compared OMol25 structures with the same formula, charge and spin: 53.1 kcal per mole. As for the net charge: +1. For the HOMO-LUMO gap, the calculation gives 9.56 eV.

=====

[3]
Entry from the Open Molecules 2025 dataset: a cluster of 2 separate species, C9H20O4P in total (ωB97M-V/def2-TZVPD).

```
34
Properties=species:S:1:pos:R:3:nbo_charge:R:1
C -2.326 1.501 -0.420 -0.25
O -2.259 1.117 -1.778 -0.54
C -0.972 1.099 -2.347 -0.05
C -0.647 -0.296 -2.875 -0.42
C -0.749 -1.424 -1.833 -0.42
C 0.601 -1.996 -1.423 -0.38
C 1.487 -0.972 -0.668 -0.74
P 2.647 -0.116 -1.733 0.83
H -3.315 1.231 -0.055 0.21
H -2.192 2.584 -0.312 0.17
H -1.576 0.980 0.187 0.16
H -0.945 1.816 -3.175 0.19
H -0.226 1.434 -1.607 0.14
H -1.315 -0.497 -3.714 0.24
H 0.361 -0.266 -3.322 0.16
H -1.357 -2.239 -2.228 0.24
H -1.271 -1.064 -0.945 0.24
H 1.125 -2.355 -2.317 0.20
H 0.480 -2.859 -0.769 0.25
H 0.872 -0.195 -0.210 0.30
H 2.057 -1.426 0.144 0.29
H 2.849 -0.771 -2.945 0.06
H 3.915 0.037 -1.175 0.06
H 2.234 1.173 -2.063 0.06
C 0.644 1.152 3.848 -0.10
C -0.229 0.253 4.710 -0.10
O -0.976 -0.477 3.722 -0.47
C -0.306 -0.462 2.568 0.98
O -0.586 -1.106 1.601 -0.62
O 0.742 0.394 2.625 -0.51
H 1.642 1.316 4.242 0.21
H 0.166 2.105 3.622 0.19
H 0.351 -0.459 5.296 0.20
H -0.924 0.786 5.350 0.22
```

For the lowest unoccupied orbital energy, the calculation gives -2.954 eV. As for the net charge: +1. For the HOMO-LUMO gap, the calculation gives 9.53 eV.

=====

[4]
Entry from the Open Molecules 2025 dataset: a cluster of 2 separate species, C7HN3O4 in total in a non-equilibrium geometry (ωB97M-V/def2-TZVPD).

```
15
Properties=species:S:1:pos:R:3:nbo_charge:R:1
C -1.195 -2.213 0.560 0.23
C -1.258 1.841 -1.411 0.27
C -2.053 1.117 0.712 0.26
C 0.939 -2.088 -0.953 0.76
C -0.073 2.775 0.723 0.80
C -0.127 -1.511 0.066 -0.37
C -1.019 1.648 -0.055 -0.22
N -2.021 -2.971 0.821 -0.43
N -1.446 2.202 -2.477 -0.35
N -3.025 0.915 1.285 -0.35
O 0.970 -2.175 -2.177 -0.71
O 0.874 2.305 1.341 -0.71
O 1.819 -2.409 -0.080 -0.71
O -0.417 3.887 0.447 -0.69
H 0.342 -0.862 0.776 0.23
```

For the lowest unoccupied orbital energy (alpha / beta), the calculation gives 6.218 / 4.341 eV. As for the energy above the lowest of the compared OMol25 structures with the same formula, charge and spin: 0.0 kcal per mole. As for the net charge: -2. Its spin multiplicity is 3. For the HOMO-LUMO gap (alpha / beta), the calculation gives 7.68 / 6.94 eV.

=====

[5]
Entry from the Open Molecules 2025 dataset: the molecule C5H11N (ωB97M-V/def2-TZVPD).

```
17
Properties=species:S:1:pos:R:3:nbo_charge:R:1
C -1.108 -0.175 1.045 -0.64
C -0.463 0.606 -0.112 -0.05
C -1.302 0.481 -1.383 -0.61
N 0.922 0.237 -0.455 -0.41
C 1.913 0.149 0.594 -0.26
C 1.431 -1.074 -0.098 -0.27
H -0.955 -1.252 0.918 0.20
H -0.716 0.117 2.028 0.21
H -2.192 -0.018 1.057 0.22
H -0.417 1.668 0.169 0.19
H -1.468 -0.574 -1.632 0.20
H -0.782 0.953 -2.222 0.22
H -2.281 0.958 -1.260 0.21
H 1.587 0.293 1.627 0.19
H 2.896 0.559 0.361 0.20
H 2.037 -1.578 -0.847 0.20
H 0.805 -1.741 0.491 0.19
```

For the lowest unoccupied orbital energy, the calculation gives 1.200 eV. As for the energy above the lowest of the compared OMol25 structures with the same formula, charge and spin: 30.6 kcal per mole. Its structure (SMILES) is CC(C)N1CC1. For the HOMO-LUMO gap, the calculation gives 10.19 eV.

=====

[6]
Entry from the Open Molecules 2025 dataset: a structure of composition C2H5Cl2NO3S in a non-equilibrium geometry (ωB97M-V/def2-TZVPD).

```
14
Properties=species:S:1:pos:R:3:nbo_charge:R:1
C -0.771 1.650 -0.210 0.06
C -0.143 -0.179 1.075 -0.58
N -1.296 1.144 -1.315 -0.74
O 2.192 -0.518 -0.272 -0.85
O 0.082 -1.408 -1.314 -0.93
O 1.071 -2.502 0.758 -0.93
S 0.768 -1.266 -0.043 2.24
Cl 0.798 0.035 2.545 0.01
Cl -1.565 -1.168 1.308 0.00
H -1.374 1.894 0.529 0.18
H 0.127 2.174 -0.214 0.20
H -0.480 0.688 -1.842 0.43
H -2.155 0.621 -1.046 0.41
H 2.745 -1.164 0.042 0.50
```

For the lowest unoccupied orbital energy, the calculation gives 0.246 eV. As for the energy above the lowest of the compared OMol25 structures with the same formula, charge and spin: 69.9 kcal per mole. For the HOMO-LUMO gap, the calculation gives 9.00 eV.

=====

no.,calculated total energy (Eh)
1,-2513.3865
2,-1064.5379
3,-996.9493
4,-732.5261
5,-251.8138
6,-1678.1391